# C7H23AlBF9LiN3NaO13P2S2

A structure of composition C7H23AlBF9LiN3NaO13P2S2 (ωB97M-V/def2-TZVPD, OMol25).

Summary:
charge: -1
DFT total energy: -115314.8728 eV

```
63
C7H23AlBF9LiN3NaO13P2S2, DFT ωB97M-V/def2-TZVPD
N -1.137 2.833 0.067
P -0.468 3.090 -1.281
O 0.781 2.203 -1.510
O 0.041 4.647 -1.311
P -1.854 3.014 -2.955
N -2.982 4.222 -2.504
C -2.530 1.289 -2.974
O -3.154 0.814 -1.822
O -4.460 1.507 -1.653
H -2.088 2.565 -0.017
H 0.566 1.306 -1.289
H 0.180 4.769 -2.206
H -3.720 4.296 -3.160
H -3.321 4.115 -1.578
H -1.701 0.654 -3.120
H -3.168 1.134 -3.797
H -4.364 1.954 -0.837
B -0.187 1.284 3.384
F -0.552 0.139 4.211
F 0.622 2.011 4.154
F 0.480 0.839 2.280
F -1.286 1.938 2.993
Al -0.396 -1.746 4.426
F -3.235 0.748 2.342
O -4.205 -5.176 4.655
S -4.126 -3.928 3.853
O -4.514 -4.192 2.468
O -2.725 -3.409 3.907
O -5.032 -2.919 4.431
C 1.845 -4.151 -0.223
C 0.885 -3.069 0.258
C -0.099 -2.596 -0.822
O 0.412 -1.715 -1.780
C 1.091 -2.317 -2.889
N 1.675 -1.970 0.837
H 2.629 -3.752 -0.865
H 2.335 -4.620 0.628
H 1.315 -4.930 -0.774
H 0.274 -3.499 1.058
H -0.889 -2.034 -0.315
H -0.583 -3.449 -1.315
H 0.632 -3.268 -3.174
H 2.145 -2.456 -2.671
H 1.022 -1.635 -3.734
H 1.038 -1.286 1.238
H 2.131 -1.461 0.090
Li -0.443 5.970 -3.378
Na -3.199 -4.225 6.121
F 1.809 0.298 5.304
C 5.068 -0.554 -5.252
F 6.032 -0.224 -4.414
F 4.031 0.223 -4.968
F 5.480 -0.214 -6.462
S 4.641 -2.342 -5.144
O 4.216 -2.531 -3.776
O 5.864 -3.018 -5.491
O 3.587 -2.515 -6.116
C 0.493 4.776 5.864
O 0.578 4.331 7.222
H -0.118 5.675 5.838
H 1.491 5.007 5.479
H 0.032 4.006 5.248
H 1.114 3.543 7.222
```

These are the Mulliken partial charges, in e, on atoms 1 to 8:
1 N -0.402
2 P 0.961
3 O -0.358
4 O -0.392
5 P -0.355
6 N -0.400
7 C -0.394
8 O -0.159


# C24H46N4O6S2

An isolated molecule of C24H46N4O6S2 (ωB97M-V/def2-TZVPD, OMol25).

Summary:
SMILES: CCCCN(C(=O)NCCCCCCNC(=O)N(CCCC)[C@H]1CCS(=O)(=O)C1)[C@@H]1CCS(=O)(=O)C1
charge: 0
relative energy (zero: lowest compared OMol25 entry of this formula, charge and spin): 0.00 kJ/mol

```
82
C24H46N4O6S2, DFT ωB97M-V/def2-TZVPD
C -6.244 0.646 1.349
C -5.614 1.033 0.017
C -5.391 2.539 -0.120
C -4.350 3.093 0.860
N -3.046 2.459 0.779
C -2.708 1.609 1.815
O -3.399 1.536 2.819
N -1.595 0.842 1.670
C -1.042 0.208 2.853
C -0.005 -0.850 2.498
C 0.718 -1.346 3.755
C 2.049 -2.040 3.461
C 1.914 -3.469 2.928
C 3.144 -3.880 2.106
N 3.085 -3.331 0.769
C 3.567 -2.089 0.491
O 4.474 -1.588 1.134
N 3.023 -1.440 -0.607
C 1.743 -1.810 -1.183
C 1.789 -2.546 -2.533
C 2.481 -3.912 -2.547
C 4.003 -3.826 -2.519
C 3.587 -0.117 -0.837
C 3.572 0.362 -2.298
C 2.247 1.005 -2.656
S 1.552 1.593 -1.073
O 1.494 3.027 -0.969
O 0.351 0.898 -0.649
C 2.914 0.981 -0.019
C -2.155 2.737 -0.324
C -2.272 4.159 -0.898
C -1.200 4.258 -1.962
S -1.390 2.664 -2.818
O -2.234 2.819 -3.974
O -0.104 2.050 -3.070
C -2.300 1.786 -1.514
H -5.560 0.848 2.169
H -6.479 -0.416 1.358
H -7.165 1.201 1.514
H -4.658 0.514 -0.088
H -6.263 0.705 -0.799
H -6.332 3.059 0.075
H -5.099 2.771 -1.147
H -4.693 2.922 1.882
H -4.249 4.171 0.715
H -0.972 0.926 0.881
H -0.576 0.970 3.495
H -1.873 -0.227 3.415
H 0.719 -0.405 1.811
H -0.490 -1.676 1.977
H 0.924 -0.482 4.391
H 0.065 -2.016 4.317
H 2.605 -1.437 2.742
H 2.645 -2.069 4.376
H 1.027 -3.550 2.295
H 1.785 -4.162 3.761
H 4.056 -3.506 2.575
H 3.206 -4.968 2.021
H 2.342 -3.695 0.197
H 1.189 -2.426 -0.468
H 1.145 -0.908 -1.307
H 0.748 -2.683 -2.835
H 2.261 -1.917 -3.288
H 2.128 -4.523 -1.714
H 2.183 -4.426 -3.465
H 4.433 -4.824 -2.576
H 4.364 -3.254 -3.372
H 4.359 -3.354 -1.610
H 4.628 -0.213 -0.507
H 4.369 1.102 -2.396
H 3.811 -0.468 -2.962
H 1.520 0.338 -3.103
H 2.339 1.885 -3.280
H 3.582 1.819 0.153
H 2.516 0.624 0.924
H -1.123 2.647 0.036
H -3.250 4.308 -1.358
H -2.128 4.902 -0.112
H -1.353 5.062 -2.673
H -0.193 4.271 -1.553
H -1.829 0.825 -1.347
H -3.326 1.675 -1.848
```

These are the Mulliken partial charges, in e, on atoms 1 to 8:
1 C -1.409
2 C -0.244
3 C -0.713
4 C -1.244
5 N 0.262
6 C 0.744
7 O -0.735
8 N 0.303


# C5H9N3

A cluster of 2 separate species, C5H9N3 in total (ωB97M-V/def2-TZVPD, OMol25).

Summary:
SMILES: [H]/N=C/C(N)=C\N.C#C
charge: 0
relative energy (zero: lowest compared OMol25 entry of this formula, charge and spin): 365.89 kJ/mol

```
17
C5H9N3, DFT ωB97M-V/def2-TZVPD
H 1.059 2.403 1.534
N 0.624 1.541 1.213
C 1.290 0.941 0.278
C 0.915 -0.339 -0.209
N 1.477 -0.778 -1.429
C -0.166 -1.017 0.330
N -0.630 -0.802 1.605
H 2.105 1.434 -0.275
H 2.373 -0.354 -1.632
H 1.516 -1.785 -1.510
H -0.447 -1.964 -0.117
H -0.267 0.064 2.004
H -0.827 -1.609 2.174
C -1.913 0.717 -0.512
C -2.591 0.291 -1.405
H -1.385 1.378 0.165
H -3.132 -0.120 -2.212
```

These are the Mulliken partial charges, in e, on atoms 1 to 8:
1 H 0.191
2 N -0.684
3 C -0.066
4 C 0.817
5 N -0.582
6 C -0.853
7 N -0.392
8 H 0.255


# C6H13N3S

The ion C6H13N3S with charge +2 (ωB97M-V/def2-TZVPD, OMol25).

Summary:
charge: +2
relative energy (zero: lowest compared OMol25 entry of this formula, charge and spin): 423.50 kJ/mol

```
23
C6H13N3S, DFT ωB97M-V/def2-TZVPD
C -3.835 0.333 -0.734
C -1.561 1.189 -0.210
C 0.757 1.441 0.808
C 1.454 -0.899 0.897
C 2.019 0.573 0.532
C 0.150 -1.696 -0.902
N -2.607 0.540 -0.427
N -0.432 0.789 0.259
N 0.137 -1.043 0.445
S 2.725 0.605 -1.145
H -4.140 -0.215 -1.647
H -4.643 0.502 0.069
H -1.608 2.297 -0.482
H 0.647 1.611 1.834
H 0.774 2.348 0.208
H 2.180 -1.657 0.530
H 1.337 -0.997 2.062
H 2.916 0.854 1.134
H 0.633 -1.140 -1.664
H 0.545 -2.632 -0.683
H -0.992 -1.835 -1.229
H -0.488 -1.547 1.071
H 4.033 0.580 -0.727
```

These are the Mulliken partial charges, in e, on atoms 1 to 8:
1 C -0.137
2 C 0.120
3 C -0.883
4 C -0.613
5 C -0.134
6 C -0.921
7 N -0.016
8 N 0.023


# C4H5O3Zn

A structure of composition C4H5O3Zn (ωB97M-V/def2-TZVPD, OMol25).

Summary:
spin multiplicity: 2
charge: 0
relative energy (zero: lowest compared OMol25 entry of this formula, charge and spin): 13.27 kJ/mol

```
13
C4H5O3Zn, DFT ωB97M-V/def2-TZVPD
O -1.525 0.778 -0.346
C -0.275 0.336 0.002
O 0.610 1.303 -0.086
Zn 2.197 0.406 0.205
O -0.110 -0.520 1.233
C 0.160 -1.102 -0.107
H -0.598 -1.853 -0.360
C -2.607 -0.131 -0.346
H -2.569 -0.798 -1.221
H -2.624 -0.734 0.573
H -3.519 0.473 -0.396
C 1.566 -1.346 -0.485
H 1.715 -2.220 -1.132
```

These are the Mulliken partial charges, in e, on atoms 1 to 8:
1 O -0.329
2 C 1.243
3 O -0.717
4 Zn 0.121
5 O -0.519
6 C -0.249
7 H 0.412
8 C -0.714


# C26H34N4O2P2Ti

A structure of composition C26H34N4O2P2Ti (ωB97M-V/def2-TZVPD, OMol25).

Summary:
charge: +2
relative energy (zero: lowest compared OMol25 entry of this formula, charge and spin): 0.00 kJ/mol

```
69
C26H34N4O2P2Ti, DFT ωB97M-V/def2-TZVPD
Ti -0.492 1.123 1.383
C -2.928 -0.996 -0.614
P -1.430 -1.059 0.382
C -0.183 -1.845 -0.682
N -0.536 -2.919 -1.350
C 0.452 -3.581 -2.004
C 0.139 -4.749 -2.745
C 1.140 -5.433 -3.358
C 2.497 -4.996 -3.268
C 2.825 -3.876 -2.573
C 1.798 -3.140 -1.929
N 2.122 -1.998 -1.275
C 1.139 -1.358 -0.685
P 1.501 0.273 0.020
C 3.069 0.120 0.886
C 1.703 1.427 -1.399
C 0.390 1.395 -2.184
C 1.970 2.835 -0.851
C 2.861 0.997 -2.305
C -1.738 -2.237 1.778
C -2.560 -1.492 2.840
C -2.531 -3.449 1.273
C -0.400 -2.697 2.354
H -3.039 -1.970 -1.092
H -2.842 -0.230 -1.383
H -3.798 -0.787 0.007
H -0.892 -5.071 -2.797
H 0.917 -6.327 -3.923
H 3.272 -5.565 -3.764
H 3.843 -3.519 -2.495
H 3.730 -0.454 0.236
H 2.945 -0.417 1.825
H 3.501 1.098 1.088
H -0.496 1.606 -1.570
H 0.225 0.438 -2.680
H 0.416 2.173 -2.951
H 1.156 3.226 -0.237
H 2.078 3.511 -1.702
H 2.893 2.894 -0.273
H 2.735 -0.007 -2.707
H 3.823 1.046 -1.793
H 2.903 1.697 -3.144
H -3.513 -1.128 2.451
H -2.025 -0.655 3.296
H -2.788 -2.186 3.651
H -3.548 -3.189 0.976
H -2.607 -4.154 2.104
H -2.046 -3.958 0.441
H 0.210 -1.881 2.748
H 0.192 -3.257 1.627
H -0.608 -3.367 3.191
C -2.420 1.790 1.031
C -1.825 3.144 1.079
C -1.597 3.867 -0.110
C -0.979 5.095 -0.068
C -0.541 5.613 1.159
C -0.758 4.925 2.341
C -1.405 3.697 2.293
C 0.153 6.884 1.184
N 0.715 7.884 1.201
H -2.978 1.540 0.138
H -2.943 1.483 1.943
H -1.951 3.475 -1.055
H -0.834 5.670 -0.973
H -0.440 5.348 3.284
H -1.640 3.187 3.223
O 0.047 0.637 3.132
N 0.944 1.630 3.221
O 1.011 2.218 2.155
```

These are the Mulliken partial charges, in e, on atoms 1 to 8:
1 Ti -0.358
2 C -1.765
3 P 1.559
4 C -0.246
5 N -0.204
6 C 0.304
7 C -0.597
8 C -0.601


# C38H42N3O4PSSbW

A structure of composition C38H42N3O4PSSbW (ωB97M-V/def2-TZVPD, OMol25).

Summary:
spin multiplicity: 3
charge: +3
relative energy (zero: lowest compared OMol25 entry of this formula, charge and spin): 0.00 kJ/mol

```
91
C38H42N3O4PSSbW, DFT ωB97M-V/def2-TZVPD
W 0.907 -1.041 -0.315
O -1.910 -3.865 -1.527
C -1.018 -3.184 -0.903
O -0.465 -2.154 -1.375
C -0.601 -3.600 0.433
C -1.086 -4.628 1.219
C -0.550 -4.766 2.501
C 0.416 -3.877 2.953
C 0.838 -2.869 2.096
N 0.350 -2.756 0.867
C 1.770 -1.731 2.424
O 2.230 -1.521 3.498
O 1.956 -0.960 1.336
H -2.131 -3.503 -2.406
H -1.855 -5.292 0.849
H -0.902 -5.559 3.147
H 0.832 -3.936 3.950
C 2.983 -3.802 -1.836
P 2.948 -2.003 -1.590
C 4.475 -1.612 -0.701
C 3.017 -1.262 -3.235
C 1.883 -1.371 -4.044
C 1.880 -0.832 -5.319
C 3.007 -0.167 -5.790
C 4.132 -0.049 -4.989
C 4.142 -0.595 -3.712
H 2.126 -4.116 -2.432
H 2.977 -4.330 -0.881
H 3.892 -4.062 -2.380
H 5.344 -1.887 -1.299
H 4.503 -2.186 0.226
H 4.514 -0.550 -0.459
H 1.002 -1.897 -3.687
H 1.008 -0.937 -5.951
H 3.009 0.250 -6.788
H 5.012 0.459 -5.360
H 5.033 -0.494 -3.105
C -0.692 4.166 -0.961
N 0.264 3.169 -1.459
C 0.101 2.890 -2.890
C 1.179 2.565 -0.703
S 1.780 0.972 -1.261
N 1.789 3.120 0.329
C 1.917 4.577 0.506
C 2.666 2.365 1.230
H -0.464 5.162 -1.340
H -0.717 4.168 0.121
H -1.676 3.872 -1.330
H 0.050 3.849 -3.407
H -0.826 2.350 -3.068
H 0.944 2.333 -3.284
H 1.743 5.093 -0.430
H 2.940 4.771 0.820
H 1.240 4.943 1.277
H 2.372 1.324 1.296
H 2.592 2.811 2.219
H 3.697 2.443 0.881
C -0.629 3.724 4.286
C -1.610 3.864 3.312
C -1.767 2.891 2.335
C -0.927 1.779 2.324
C 0.055 1.639 3.303
C 0.201 2.611 4.283
Sb -1.252 0.204 0.962
C -2.318 -1.206 2.126
C -1.970 -1.398 3.462
C -2.652 -2.334 4.228
C -3.674 -3.084 3.660
C -4.023 -2.894 2.329
C -3.349 -1.955 1.560
C -2.716 0.802 -0.419
C -2.495 0.614 -1.781
C -3.489 0.929 -2.700
C -4.705 1.429 -2.258
C -4.936 1.604 -0.898
C -3.950 1.282 0.023
H -0.521 4.476 5.057
H -2.268 4.723 3.326
H -2.549 3.006 1.594
H 0.715 0.777 3.322
H 0.955 2.492 5.050
H -1.196 -0.796 3.929
H -2.402 -2.461 5.273
H -4.218 -3.798 4.264
H -4.839 -3.458 1.897
H -3.656 -1.789 0.532
H -1.546 0.225 -2.139
H -3.316 0.782 -3.759
H -5.479 1.676 -2.972
H -5.888 1.984 -0.555
H -4.155 1.397 1.081
```

These are the Mulliken partial charges, in e, on atoms 1 to 8:
1 W 1.553
2 O -0.468
3 C 0.186
4 O -0.674
5 C 0.632
6 C -0.867
7 C -0.599
8 C -0.914


# C24H35N5O5

A cluster of 3 separate species, C24H35N5O5 in total (ωB97M-V/def2-TZVPD, OMol25).

Summary:
SMILES: C=CC[C@@]1(CCCCOC(C)=O)OC(=O)O[C@H]1CC(N)(N)N.c1ccncc1.c1ccncc1
charge: 0
relative energy (zero: lowest compared OMol25 entry of this formula, charge and spin): 624.38 kJ/mol

```
69
C24H35N5O5, DFT ωB97M-V/def2-TZVPD
C 5.773 1.078 0.513
C 4.604 0.876 1.082
C 3.873 2.087 1.661
C 2.812 2.725 0.712
C 3.355 4.170 0.484
C 4.521 4.244 -0.542
C 4.429 5.448 -1.511
C 3.581 5.181 -2.741
O 4.055 4.027 -3.470
C 3.803 4.171 -4.816
C 2.398 3.796 -5.282
O 4.626 4.543 -5.541
O 2.619 2.098 -0.592
C 1.518 2.773 -1.074
O 1.261 2.983 -2.169
O 0.683 3.179 -0.043
C 1.342 2.732 1.134
C 0.710 1.580 1.939
C 0.497 0.222 1.182
N -0.127 0.362 -0.126
N -0.451 -0.590 1.997
N 1.726 -0.586 1.133
H 6.393 1.940 0.758
H 6.142 0.326 -0.187
H 4.256 -0.153 1.138
H 3.374 1.818 2.609
H 4.650 2.802 1.950
H 2.558 4.859 0.148
H 3.726 4.613 1.417
H 5.455 4.379 0.027
H 4.655 3.340 -1.148
H 5.439 5.792 -1.772
H 3.966 6.309 -0.995
H 2.505 5.073 -2.521
H 3.654 6.041 -3.432
H 2.495 3.170 -6.175
H 1.826 4.704 -5.506
H 1.875 3.241 -4.493
H 1.280 3.581 1.848
H 1.311 1.358 2.832
H -0.272 1.904 2.313
H -0.698 -0.473 -0.242
H 0.602 0.265 -0.833
H -1.323 -0.068 2.049
H -0.020 -0.715 2.909
H 2.293 -0.275 0.351
H 2.209 -0.461 2.017
C -3.576 -3.605 -0.545
C -4.228 -4.599 0.168
C -3.995 -4.684 1.531
N -3.176 -3.868 2.199
C -2.556 -2.918 1.493
C -2.723 -2.746 0.128
H -3.731 -3.503 -1.612
H -4.901 -5.291 -0.319
H -4.485 -5.443 2.132
H -1.896 -2.272 2.059
H -2.198 -1.959 -0.396
C -9.007 -7.383 1.964
C -9.125 -6.930 0.661
C -7.969 -6.775 -0.088
N -6.745 -7.033 0.375
C -6.653 -7.467 1.634
C -7.746 -7.659 2.465
H -9.886 -7.519 2.581
H -10.092 -6.702 0.233
H -8.013 -6.425 -1.114
H -5.646 -7.667 1.984
H -7.611 -8.016 3.477
```

These are the Mulliken partial charges, in e, on atoms 1 to 8:
1 C -0.952
2 C -0.163
3 C -1.305
4 C 2.010
5 C -1.868
6 C -0.577
7 C -1.197
8 C -0.411


# C24H40AuN5

A structure of composition C24H40AuN5 (ωB97M-V/def2-TZVPD, OMol25).

Summary:
charge: +2
relative energy (zero: lowest compared OMol25 entry of this formula, charge and spin): 0.00 kJ/mol

```
70
C24H40AuN5, DFT ωB97M-V/def2-TZVPD
Au -0.171 -0.185 -0.082
N -3.917 2.890 3.050
C -3.237 1.971 2.037
C -2.321 0.977 2.744
C -0.922 1.510 3.132
N 0.094 0.644 2.500
C -0.740 2.987 2.755
C -1.174 3.401 1.347
N -0.172 2.972 0.368
C -2.551 2.807 0.962
H -4.403 2.355 3.772
H -4.602 3.487 2.584
H -3.233 3.493 3.507
H -4.055 1.413 1.580
H -2.171 0.165 2.031
H -2.835 0.548 3.610
H -0.802 1.464 4.218
H 0.104 -0.255 2.973
H 1.011 1.055 2.646
H 0.306 3.269 2.900
H -1.287 3.589 3.487
H -1.249 4.495 1.344
H 0.736 3.344 0.625
H -0.385 3.358 -0.546
H -2.398 2.131 0.117
H -3.233 3.592 0.624
N 2.015 -0.097 -0.202
C 2.662 -0.142 -1.514
C 2.013 0.391 -2.613
C 2.644 0.387 -3.848
C 3.912 -0.160 -3.981
C 4.553 -0.701 -2.875
C 3.930 -0.688 -1.636
H 2.405 -0.836 0.374
H 2.269 0.779 0.249
H 1.014 0.796 -2.500
H 2.142 0.807 -4.709
H 4.399 -0.172 -4.946
H 5.543 -1.125 -2.970
H 4.432 -1.105 -0.770
C -1.142 -3.829 1.876
C -1.099 -3.393 0.408
C -0.458 -4.471 -0.477
C -2.470 -3.041 -0.101
C -3.419 -4.027 -0.171
C -4.705 -3.777 -0.657
C -5.084 -2.509 -1.093
C -4.203 -1.460 -1.043
C -4.623 -0.110 -1.554
C -4.803 -0.169 -3.079
C -5.912 0.370 -0.871
C -2.836 -1.673 -0.520
N -2.079 -0.632 -0.459
H -0.127 -4.006 2.234
H -1.700 -4.759 1.996
H -1.609 -3.070 2.509
H -0.482 -2.498 0.338
H -1.025 -5.402 -0.443
H 0.551 -4.686 -0.128
H -0.403 -4.143 -1.516
H -3.170 -5.031 0.150
H -5.420 -4.589 -0.704
H -6.083 -2.353 -1.479
H -3.817 0.588 -1.340
H -5.541 -0.921 -3.360
H -3.862 -0.413 -3.574
H -5.144 0.797 -3.452
H -6.792 -0.121 -1.290
H -6.036 1.443 -1.020
H -5.904 0.165 0.203
```

These are the Mulliken partial charges, in e, on atoms 1 to 8:
1 Au 0.430
2 N -0.069
3 C -0.080
4 C -0.242
5 C 0.398
6 N -0.480
7 C -1.911
8 C 0.500